Record 1
Density functional theory data (wB97M-V/def2-TZVPD) for a single C22H26FN5O4S molecule in a non-equilibrium geometry.

Last column: natural (NBO) charge in e.
CARTESIAN COORDINATES (ANGSTROEM)
C  -5.80  -0.79  -1.25  -0.25
O  -4.62  -1.22  -0.62  -0.56
C  -3.80  -2.01  -1.45  -0.07
C  -2.55  -2.41  -0.68  -0.23
N  -1.69  -1.29  -0.44  -0.37
C  -1.65  -0.42  0.62  0.32
C  -2.52  -0.51  1.83  -0.26
N  -2.56  0.72  2.58  -0.60
C  -3.07  1.88  2.01  0.26
C  -2.75  3.11  2.60  -0.26
C  -3.29  4.29  2.13  -0.25
C  -4.16  4.24  1.06  0.35
F  -4.70  5.39  0.59  -0.33
C  -4.49  3.05  0.45  -0.25
C  -3.94  1.87  0.92  -0.29
N  -0.74  0.49  0.42  -0.29
N  -0.16  0.26  -0.77  -0.35
C  -0.73  -0.80  -1.29  0.18
S  -0.38  -1.53  -2.82  0.27
C  1.01  -0.47  -3.36  -0.60
C  2.34  -0.94  -2.77  0.66
O  3.12  -1.59  -3.44  -0.62
N  2.50  -0.56  -1.49  -0.63
C  3.58  -0.84  -0.64  0.06
C  4.76  -1.44  -1.04  -0.19
C  5.79  -1.66  -0.13  -0.33
C  5.64  -1.28  1.19  0.31
O  6.58  -1.44  2.16  -0.50
C  7.81  -2.04  1.82  -0.25
C  4.45  -0.67  1.61  -0.35
C  3.43  -0.45  0.71  0.37
O  2.23  0.11  1.02  -0.52
C  2.02  0.64  2.31  -0.25
H  -6.40  -1.64  -1.57  0.17
H  -5.57  -0.16  -2.12  0.17
H  -6.35  -0.20  -0.51  0.20
H  -3.52  -1.45  -2.35  0.18
H  -4.34  -2.92  -1.76  0.18
H  -1.99  -3.16  -1.26  0.23
H  -2.84  -2.84  0.29  0.23
H  -3.54  -0.78  1.52  0.23
H  -2.15  -1.30  2.49  0.22
H  -1.72  0.89  3.11  0.38
H  -2.06  3.13  3.43  0.21
H  -3.04  5.23  2.59  0.23
H  -5.17  3.04  -0.39  0.22
H  -4.20  0.94  0.44  0.22
H  0.76  0.55  -3.06  0.26
H  1.04  -0.57  -4.44  0.26
H  1.74  -0.04  -1.04  0.45
H  4.87  -1.74  -2.07  0.25
H  6.69  -2.13  -0.49  0.22
H  8.39  -2.07  2.73  0.20
H  8.34  -1.46  1.06  0.18
H  7.66  -3.06  1.45  0.18
H  4.37  -0.39  2.64  0.23
H  2.78  1.40  2.55  0.18
H  2.04  -0.14  3.07  0.17
H  1.04  1.10  2.26  0.22

SMILES = COCCn1c(CNc2ccc(F)cc2)nnc1SCC(=O)Nc1ccc(OC)cc1OC
Strongest force on any atom = 1.21 eV/Å
Net charge = 0
LUMO energy = 0.017 hartree



Record 2
Density functional theory data (wB97M-V/def2-TZVPD) for a molecular structure, C23H34NO2P2PdTe in a non-equilibrium geometry.

Last column: Löwdin spin population.
CARTESIAN COORDINATES (ANGSTROEM)
C  -0.85  4.04  -2.26  0.14
C  -1.06  2.76  -1.65  0.03
N  -0.14  2.31  -0.73  0.16
C  0.81  3.11  -0.26  0.02
C  0.93  4.43  -0.69  0.15
C  0.11  4.88  -1.73  -0.01
C  -2.14  1.94  -1.96  0.48
P  -2.36  0.35  -1.23  0.17
Pd  -0.42  0.22  0.02  0.98
P  2.05  0.76  0.52  0.15
C  1.78  2.57  0.79  0.02
C  -0.20  -1.97  -0.10  0.20
C  -1.24  -2.72  0.38  0.02
C  -1.12  -4.12  0.49  0.01
C  0.03  -4.78  0.03  -0.01
C  1.05  -4.02  -0.56  0.01
C  0.91  -2.62  -0.62  0.03
O  -0.21  1.26  -7.23  0.00
O  0.61  -3.12  -5.36  0.00
H  -1.50  4.35  -3.06  0.01
H  1.71  5.04  -0.26  0.01
H  0.26  5.87  -2.14  0.00
C  -3.95  0.52  -0.33  0.05
C  -2.73  -0.91  -2.48  0.04
H  2.75  3.09  0.70  0.00
H  1.38  2.74  1.80  0.01
H  -1.02  1.55  -6.83  0.00
H  -3.07  2.48  -2.22  0.02
C  2.62  -0.04  2.02  0.01
C  3.48  0.67  -0.60  0.04
H  -2.16  -2.20  0.66  0.00
H  -1.94  -4.70  0.90  0.00
H  0.14  -5.87  0.12  0.00
H  1.92  -4.50  -1.00  0.00
H  1.72  -2.07  -1.11  0.01
H  0.78  -0.29  -1.24  0.05
H  0.96  -3.81  -4.73  0.00
H  0.93  -2.27  -5.06  0.00
H  0.48  1.71  -6.71  0.00
H  1.45  0.05  -1.39  0.10
H  -4.73  0.77  -1.07  0.00
H  -4.21  -0.44  0.15  0.01
H  -3.88  1.31  0.44  0.01
H  -3.54  -0.55  -3.14  0.01
H  -1.85  -1.11  -3.11  0.00
H  -3.02  -1.84  -1.96  0.00
H  4.37  1.09  -0.12  0.01
H  3.66  -0.40  -0.80  0.00
H  3.27  1.18  -1.54  0.00
H  3.63  0.30  2.26  0.00
H  1.92  0.10  2.86  0.00
H  2.68  -1.11  1.79  0.00
Te  -1.52  1.08  2.32  0.85
C  -0.57  0.02  3.84  0.08
C  -0.23  0.84  4.94  0.05
C  0.29  0.26  6.11  0.00
C  0.48  -1.14  6.17  0.04
C  0.18  -1.93  5.06  0.00
C  -0.34  -1.37  3.88  0.04
H  -0.43  1.90  4.85  0.01
H  0.51  0.89  6.97  0.00
H  0.86  -1.58  7.10  0.00
H  0.33  -3.01  5.11  0.00
H  -0.61  -1.96  3.00  0.00

Strongest force on any atom = 2.35 eV/Å
Net charge = +1
2S+1 = 5
Expectation value of S² = 6.06
LUMO energy (alpha / beta) = -0.089 / -0.191 hartree



Record 3
Density functional theory data (wB97M-V/def2-TZVPD) for 9 unconnected molecules or ions with the total composition C21H60O9 in a non-equilibrium geometry.

Last column: Löwdin charge in e.
CARTESIAN COORDINATES (ANGSTROEM)
C  -0.26  -0.59  4.59  -0.05
C  -1.54  -1.15  5.22  -0.55
C  -2.57  -1.59  4.23  -0.05
O  -1.14  -2.23  5.97  -0.03
H  -0.45  0.39  4.15  0.08
H  0.07  -1.37  3.91  0.08
H  0.56  -0.45  5.29  0.08
H  -2.01  -0.33  5.77  0.13
H  -3.56  -1.61  4.69  0.08
H  -2.33  -2.58  3.83  0.09
H  -2.66  -0.85  3.43  0.06
H  -0.49  -1.78  6.53  0.09
C  1.95  -3.27  -2.07  -0.04
C  2.90  -2.36  -2.87  -0.49
C  3.98  -3.20  -3.54  -0.05
O  2.24  -1.63  -3.87  -0.06
H  1.39  -3.95  -2.71  0.09
H  1.21  -2.74  -1.47  0.06
H  2.50  -3.85  -1.33  0.07
H  3.38  -1.64  -2.21  0.12
H  4.53  -2.74  -4.36  0.08
H  3.52  -4.10  -3.96  0.08
H  4.68  -3.52  -2.77  0.08
H  2.63  -0.77  -4.04  0.03
C  -0.73  -0.47  0.82  -0.06
C  0.59  0.02  0.34  -0.49
C  0.52  1.49  -0.10  -0.03
O  1.40  -0.10  1.47  -0.05
H  -1.10  0.08  1.68  0.08
H  -0.76  -1.54  1.05  0.08
H  -1.42  -0.35  -0.02  0.06
H  0.97  -0.58  -0.49  0.12
H  1.47  1.85  -0.49  0.05
H  0.35  2.05  0.82  0.08
H  -0.25  1.75  -0.82  0.07
H  1.61  -1.03  1.57  0.03
C  4.19  -2.50  1.66  -0.05
C  3.11  -3.59  1.92  -0.29
O  1.86  -2.92  1.97  -0.11
H  3.77  -1.91  0.85  0.06
H  5.18  -2.91  1.48  0.07
H  4.19  -1.82  2.51  0.08
H  3.19  -4.08  2.90  0.11
H  3.01  -4.30  1.11  0.10
H  1.21  -3.58  2.21  0.10
C  1.47  5.37  -0.02  -0.10
C  0.62  5.13  -1.20  -0.35
O  -0.60  4.68  -0.70  -0.09
H  2.41  5.81  -0.35  0.08
H  1.61  4.54  0.68  0.08
H  1.08  6.18  0.59  0.08
H  1.06  4.47  -1.95  0.11
H  0.42  6.09  -1.67  0.11
H  -1.01  5.44  -0.27  0.08
C  3.81  1.60  -2.21  -0.08
C  2.87  1.72  -3.40  -0.28
O  3.35  0.77  -4.37  -0.09
H  4.86  1.66  -2.47  0.08
H  3.65  0.62  -1.76  0.07
H  3.51  2.44  -1.58  0.07
H  2.84  2.73  -3.82  0.11
H  1.85  1.58  -3.05  0.10
H  4.16  1.11  -4.74  0.10
C  -3.12  3.29  1.92  -0.06
C  -4.11  3.15  0.73  -0.31
O  -5.32  2.61  1.20  -0.09
H  -2.86  2.29  2.26  0.06
H  -3.50  3.86  2.77  0.07
H  -2.22  3.79  1.54  0.05
H  -3.75  2.44  -0.02  0.10
H  -4.23  4.11  0.23  0.10
H  -5.93  2.52  0.46  0.08
C  -4.99  -1.32  1.25  -0.08
C  -3.84  -1.91  0.41  -0.31
O  -4.45  -3.00  -0.28  -0.07
H  -4.66  -0.49  1.88  0.06
H  -5.22  -2.11  1.97  0.07
H  -5.85  -1.06  0.63  0.07
H  -3.06  -2.18  1.12  0.08
H  -3.40  -1.10  -0.17  0.08
H  -3.80  -3.40  -0.87  0.08
C  -2.60  0.16  -3.13  -0.07
C  -1.16  -0.11  -3.54  -0.36
O  -0.66  -1.26  -2.99  -0.07
H  -2.91  1.14  -3.52  0.07
H  -2.70  0.40  -2.07  0.05
H  -3.19  -0.68  -3.49  0.08
H  -0.62  0.68  -3.02  0.09
H  -0.98  -0.04  -4.61  0.12
H  0.27  -1.34  -3.22  0.04

SMILES = CC(C)O.CC(C)O.CC(C)O.CCO.CCO.CCO.CCO.CCO.CCO
Strongest force on any atom = 2.38 eV/Å
Net charge = 0
Relative energy (zero: lowest compared OMol25 entry of this formula, charge and spin) = 3.069 eV
LUMO energy = 0.017 hartree



Record 4
Density functional theory data (wB97M-V/def2-TZVPD) for 2 unconnected molecules or ions with the total composition C5H12O in a non-equilibrium geometry.

Last column: natural (NBO) charge in e.
CARTESIAN COORDINATES (ANGSTROEM)
C  2.80  -0.77  -0.33  -0.60
C  1.49  -0.37  0.32  -0.56
C  1.19  0.97  0.57  -0.02
O  -0.54  0.61  -0.68  -0.75
C  -1.81  0.52  -0.07  -0.06
C  -2.93  -0.24  -0.81  -0.62
H  2.67  -1.58  -1.06  0.21
H  3.50  -1.12  0.44  0.21
H  3.27  0.08  -0.84  0.21
H  1.10  -1.08  1.06  0.22
H  0.46  -0.30  -0.49  0.45
H  0.68  1.30  1.48  0.20
H  1.71  1.76  0.03  0.20
H  -2.18  1.54  0.08  0.16
H  -1.72  0.05  0.93  0.13
H  -3.86  -0.08  -0.25  0.20
H  -2.77  -1.33  -0.85  0.20
H  -3.10  0.12  -1.83  0.21

Strongest force on any atom = 1.32 eV/Å
Net charge = 0
Relative energy (zero: lowest compared OMol25 entry of this formula, charge and spin) = 4.004 eV
LUMO energy = 0.014 hartree



Record 5
Density functional theory data (wB97M-V/def2-TZVPD) for a molecular structure, C15H23Br18FO2P in a non-equilibrium geometry.

Last column: natural (NBO) charge in e.
CARTESIAN COORDINATES (ANGSTROEM)
C  -2.73  -3.29  -1.41  -0.37
C  -1.75  -3.33  -2.15  0.05
C  -0.52  -2.81  -2.99  -0.46
C  0.56  -2.09  -2.07  -0.41
C  -0.02  -0.94  -1.14  -0.44
C  0.13  0.53  -1.71  0.09
C  0.38  0.73  -3.30  -0.10
O  1.08  1.99  -3.49  -0.84
P  1.63  2.73  -2.00  1.22
C  0.02  3.79  -2.07  -0.76
C  0.07  5.07  -1.14  0.03
F  -0.99  5.98  -1.57  -0.42
O  0.99  1.44  -1.02  -0.84
H  -3.65  -3.17  -0.79  0.27
H  -0.03  -3.73  -3.46  0.22
H  -0.86  -2.13  -3.83  0.24
H  1.46  -1.75  -2.68  0.23
H  0.95  -2.89  -1.37  0.21
H  -1.09  -1.09  -0.83  0.22
H  0.60  -0.97  -0.18  0.23
H  -0.92  0.98  -1.61  0.15
H  1.06  0.00  -3.84  0.15
H  -0.56  0.77  -3.94  0.16
H  2.40  3.76  -2.71  -0.18
H  1.94  3.55  -0.85  -0.19
H  2.88  2.00  -1.98  -0.17
H  -0.92  3.18  -1.91  0.19
H  -0.05  4.19  -3.14  0.21
H  1.04  5.60  -1.38  0.17
H  -0.03  4.84  -0.04  0.15
C  -3.30  -2.49  2.97  -0.50
Br  -3.22  -3.57  1.36  0.11
Br  -1.91  -1.14  3.00  0.10
Br  -5.05  -1.71  3.24  0.07
H  -3.12  -3.16  3.81  0.22
C  1.80  4.88  2.77  -0.50
Br  1.37  6.77  2.72  0.07
Br  0.20  3.78  2.70  0.08
Br  3.07  4.39  1.41  0.14
H  2.27  4.69  3.73  0.22
C  4.30  -2.20  -0.66  -0.50
Br  3.50  -0.45  -0.50  0.16
Br  3.35  -3.53  0.38  0.06
Br  4.49  -2.74  -2.51  0.06
H  5.31  -2.13  -0.25  0.22
C  3.37  -3.39  4.87  -0.49
Br  1.60  -3.31  4.09  0.10
Br  3.92  -5.21  5.22  0.07
Br  4.65  -2.43  3.78  0.10
H  3.32  -2.88  5.83  0.22
C  -3.43  -7.47  -0.24  -0.51
Br  -5.36  -7.60  -0.15  0.06
Br  -2.85  -5.70  -0.81  0.16
Br  -2.60  -7.99  1.44  0.06
H  -3.10  -8.17  -0.99  0.22
C  -3.02  5.90  2.65  -0.49
Br  -3.86  4.96  4.12  0.07
Br  -4.18  5.99  1.10  0.10
Br  -2.40  7.66  3.18  0.08
H  -2.14  5.33  2.36  0.24

Strongest force on any atom = 2.65 eV/Å
Net charge = -1
LUMO energy = 0.049 hartree



Question: Number 3 is which compound?
Answer: C21H60O9